[1]
Computed, not measured: a molecular structure, C20H20N6O2PtS3, with ωB97M-V/def2-TZVPD.

Results
E_tot (Eh): -2567.0368
Frontier orbital gap (eV): 6.762
Spin multiplicity: 1
Highest occupied orbital energy (eV): -7.467

```
52
Properties=species:S:1:pos:R:3:lowdin_charge:R:1
Pt -1.37 0.79 -1.42 0.82
C -3.78 -2.56 0.04 -0.02
C -2.83 -1.43 -0.18 -0.26
N -2.90 -0.64 -1.19 -0.12
N -3.89 -0.93 -2.10 0.01
C -4.15 -0.07 -3.03 -0.77
N -4.98 -0.45 -4.02 0.09
S -3.51 1.58 -3.21 0.40
C -1.75 -1.12 0.77 -0.21
C -1.50 -1.88 1.90 0.00
C -0.46 -1.52 2.74 -0.04
C 0.30 -0.40 2.44 -0.04
C -0.02 0.31 1.30 -0.09
N -1.01 -0.04 0.48 -0.03
H -4.74 -2.32 -0.41 0.07
H -3.92 -2.75 1.10 0.07
H -3.42 -3.47 -0.43 0.10
H -5.51 -1.30 -3.87 0.11
H -5.41 0.27 -4.57 0.08
H -2.10 -2.75 2.11 0.11
H -0.25 -2.10 3.63 0.11
H 1.12 -0.09 3.07 0.12
H 0.54 1.20 1.03 0.10
C 3.69 -2.89 2.61 -0.05
C 3.26 -1.98 1.49 -0.29
C 3.80 -0.70 1.36 -0.04
C 3.45 0.12 0.30 -0.05
C 2.55 -0.34 -0.65 -0.28
C 1.99 -1.61 -0.53 -0.06
C 2.35 -2.42 0.53 -0.05
S 2.07 0.68 -2.02 0.56
O 3.14 1.62 -2.24 -0.30
O 1.68 -0.21 -3.07 -0.31
N 0.75 1.41 -1.49 -0.25
C 0.70 2.60 -0.80 -0.44
C 1.74 3.45 -0.39 -0.01
C 1.41 4.59 0.32 -0.07
C 0.08 4.88 0.61 -0.08
C -0.88 3.99 0.17 -0.13
N -0.57 2.88 -0.50 0.01
H 3.97 -2.32 3.50 0.08
H 4.56 -3.47 2.31 0.09
H 2.90 -3.59 2.88 0.07
H 4.52 -0.35 2.10 0.11
H 3.90 1.10 0.18 0.11
H 1.29 -1.95 -1.29 0.12
H 1.92 -3.41 0.62 0.12
H 2.76 3.23 -0.67 0.09
H 2.19 5.26 0.64 0.11
H -0.20 5.76 1.16 0.10
H -1.94 4.14 0.36 0.11
S -1.55 1.19 -3.68 0.11
```

=====

[2]
Computed, not measured: a molecular structure, C9H6Cl2LuN2O4Tl, with ωB97M-V/def2-TZVPD.

Results
E_tot (Eh): -3083.6966
Frontier orbital gap (alpha / beta) (eV): 5.379 / 6.072
Spin multiplicity: 1
Highest occupied orbital energy (alpha / beta) (eV): -22.460 / -22.337
Total charge: +4

```
25
Properties=species:S:1:pos:R:3:lowdin_charge:R:1
Tl 3.87 -0.08 -2.26 0.91
Lu -0.08 -1.54 0.71 1.44
Cl 2.11 1.82 -2.28 0.12
Cl -0.42 -3.89 0.97 0.01
C -2.02 -0.49 -0.08 0.02
C 4.50 2.94 -3.21 -0.09
C 1.98 -0.12 -4.42 -0.12
O -2.90 0.15 -0.47 0.24
O 4.13 4.01 -3.31 0.08
O 1.12 0.33 -5.01 0.11
N -0.15 -0.12 7.41 0.34
C -0.58 0.85 6.54 -0.27
O -1.03 1.92 6.94 0.44
C -0.41 0.54 5.08 -0.04
C 0.41 -0.49 4.61 0.06
C 0.44 -0.82 3.26 -0.09
N -0.36 -0.14 2.34 -0.16
C -1.04 0.98 2.77 -0.01
C -1.07 1.32 4.11 0.09
H -0.37 0.02 8.38 0.18
H -0.06 -1.08 7.10 0.16
H 1.03 -1.07 5.30 0.15
H 1.13 -1.61 2.87 0.12
H -1.55 1.57 1.99 0.15
H -1.65 2.19 4.43 0.16
```

=====

[3]
Computed, not measured: a molecular structure, C4H12O4Si, with ωB97M-V/def2-TZVPD.

Results
E_tot (Eh): -750.1575
Frontier orbital gap (eV): 11.296
Spin multiplicity: 1
Highest occupied orbital energy (eV): -10.341

```
21
Properties=species:S:1:pos:R:3:lowdin_charge:R:1
O 0.86 -0.34 1.34 -0.16
O 0.20 -1.27 -1.15 -0.12
O 0.46 1.40 -0.63 -0.17
O -1.56 0.23 0.21 -0.19
C 0.51 -1.41 2.10 -0.17
C 1.58 -1.54 -1.25 -0.14
C 0.19 2.45 0.16 -0.18
C -2.33 0.52 -0.92 -0.13
Si 0.01 -0.08 -0.06 0.13
H 0.97 -1.24 3.10 0.10
H 0.92 -2.34 1.66 0.09
H -0.60 -1.43 2.12 0.09
H 1.72 -2.09 -2.22 0.10
H 2.28 -0.66 -1.31 0.11
H 1.93 -2.27 -0.53 0.08
H -0.88 2.24 0.53 0.11
H 0.14 3.39 -0.38 0.08
H 1.04 2.48 0.86 0.10
H -2.54 1.58 -0.79 0.08
H -3.25 -0.12 -1.05 0.11
H -1.66 0.51 -1.79 0.08
```

=====

[4]
Computed, not measured: a molecular structure, C2FOTb, with ωB97M-V/def2-TZVPD.

Results
E_tot (Eh): -1075.2101
Frontier orbital gap (alpha / beta) (eV): 7.048 / 5.874
Spin multiplicity: 8
Highest occupied orbital energy (alpha / beta) (eV): -12.257 / -12.370
Total charge: +1

```
5
Properties=species:S:1:pos:R:3:lowdin_charge:R:1
C 0.68 1.43 -0.30 0.35
C 0.43 0.03 -0.25 -0.72
O -0.51 0.68 0.52 -0.28
F 1.37 -0.62 0.53 -0.05
Tb -1.97 -1.51 -0.49 1.69
```

=====

Let's list energy above the lowest of the compared OMol25 structures with the same formula, charge and spin in order: 23.8 0.0 66.6 113.4 kJ/mol.